Record 1
C27H45N3O3SSi2Tb | ωB97M-V/def2-TZVPD

Each line ends with the Mulliken spin population.
CARTESIAN COORDINATES (ANGSTROEM)
Tb 0.203459 -0.121058 0.333196  5.964
C -0.055998 0.965266 3.739513  0.001
C -1.472951 1.054034 3.175213  0.006
N -1.519262 1.404095 1.663347  0.001
C -0.840129 2.671612 1.274237  0.004
C 1.568732 2.609586 0.247525  0.007
S 2.690357 1.293901 0.824963  -0.010
C 2.758937 1.501605 2.612612  -0.002
C 2.290949 0.258385 3.355443  0.004
N 0.822180 -0.016671 3.149486  0.003
H 0.431384 1.962052 3.702094  0.000
H -0.097640 0.926053 4.835905  0.000
H -2.003835 0.111188 3.420320  -0.003
H -2.008375 1.864948 3.599145  0.000
H -2.495965 1.454502 1.455207  0.000
H -1.479221 3.367017 0.736226  -0.001
H -0.336170 3.203644 2.106693  -0.001
H 2.952412 2.508811 -1.210624  0.001
H 1.760887 3.499242 0.916803  0.002
H 3.762530 1.715061 2.986323  -0.001
H 2.188335 2.423324 2.881573  0.001
H 2.875559 -0.613360 2.883348  0.000
H 2.548317 0.222884 4.440874  0.001
H 0.592261 -0.931617 3.540008  -0.002
C -1.129538 -2.796116 -3.201730  0.000
Si -2.159993 -2.204988 -1.688542  0.001
C -2.680367 -0.385986 -2.021942  -0.002
C -3.729778 -3.238049 -1.883872  0.000
C -1.155679 -2.392777 -0.018814  -0.007
C 0.216520 -2.970028 -0.174122  -0.002
C 0.515203 -4.364693 -0.358448  -0.001
C 1.797288 -4.726147 -0.588201  0.000
C 2.813477 -3.703804 -0.627535  -0.003
C 2.535034 -2.419040 -0.219592  -0.002
N 1.244435 -2.126991 0.061560  0.020
Si -2.014136 -3.287729 1.454532  -0.003
C -0.659050 -3.395256 2.833912  0.003
C -3.600588 -2.494512 2.136950  0.001
C -2.572907 -5.070542 1.253348  -0.001
H -1.727520 -2.465546 -4.075262  0.000
H -0.916895 -3.898512 -3.241859  0.000
H -0.138541 -2.386458 -3.296600  0.000
H -3.742259 -0.199321 -1.794704  0.000
H -2.480917 -0.136397 -3.074715  0.000
H -2.083046 0.303056 -1.438018  0.006
H -3.464592 -4.258479 -2.205477  0.000
H -4.281410 -2.891490 -2.735256  0.000
H -4.463582 -3.347609 -1.057790  0.000
H -0.394426 -5.118645 -0.324985  0.000
H 2.012832 -5.810492 -0.763960  0.000
H 3.831166 -3.977406 -0.914363  0.000
H 3.207528 -1.597798 -0.124973  -0.002
H -0.135612 -2.402511 2.990291  -0.001
H 0.167973 -4.107051 2.559459  0.000
H -1.163993 -3.789422 3.769153  0.000
H -3.840921 -1.633464 1.550968  0.001
H -3.512589 -2.155048 3.181529  0.000
H -4.435342 -3.228535 2.241066  0.000
H -1.805481 -5.782441 1.681671  0.000
H -2.658424 -5.298577 0.174015  0.000
H -3.576355 -5.152851 1.799270  0.000
C 2.743451 7.377207 -0.881982  0.000
O 2.465165 6.652508 -2.103802  0.000
C 2.213132 5.329275 -2.170445  -0.001
C 1.613878 4.905886 -3.346801  0.002
C 1.062430 3.670693 -3.381450  -0.005
C 1.222095 2.629623 -2.424891  0.010
C 0.700118 1.307903 -2.663244  -0.001
C 0.238664 0.888634 -4.055061  0.000
O 0.629342 0.376364 -1.735025  0.009
C 1.985120 3.026589 -1.174579  -0.003
O 0.098943 2.198618 0.254195  0.008
C 2.455202 4.400227 -1.167977  -0.001
H 3.751840 7.620821 -0.827561  0.000
H 2.385909 6.756981 -0.040132  0.000
H 2.184213 8.307660 -0.948611  0.000
H 1.592700 5.637541 -4.171239  0.000
H 0.280515 3.484240 -4.104727  0.000
H -0.847816 1.065593 -4.203906  0.000
H 0.387798 -0.187841 -4.214481  0.000
H 0.798851 1.410512 -4.793033  0.000
H 3.084181 4.718137 -0.371655  0.000

Cartesian forces (eV/Å) of the 2 atoms listed first:
-1.5973 -0.8278 -0.6445
0.2009 2.0597 0.9096

Computed properties:
* orbital gap (spin up / spin down): 6.52 / 6.53 eV
* strongest force on any atom: 0.0771 Eh/bohr
* 2S+1: 7
* charge: +1
* E_HOMO (spin up / spin down): -8.827 / -8.832 eV

=====

Record 2
C27H45N4OP2Y | ωB97M-V/def2-TZVPD

Each line ends with the Mulliken charge.
CARTESIAN COORDINATES (ANGSTROEM)
Y 0.336989 -0.144018 -0.562830  0.013
P -0.615557 2.398144 -0.981537  1.108
P 0.460830 -2.302991 1.128209  0.299
N -1.517015 -0.010935 0.693964  0.097
C -2.307363 2.214845 -0.196905  -0.873
H -2.509882 3.176879 0.289393  0.496
H -3.002708 2.079329 -1.036424  0.301
C -2.509947 1.031288 0.753715  -1.023
H -2.634841 1.401294 1.797966  0.220
H -3.503534 0.609588 0.498765  0.588
C -2.101401 -1.311148 1.024901  -1.176
H -2.298923 -1.881600 0.100528  0.144
H -3.083945 -1.235048 1.522598  0.591
C -1.198339 -2.094513 1.973560  -0.557
H -1.680887 -3.054327 2.247472  0.519
H -1.025843 -1.537043 2.904283  0.404
C 1.416247 -2.969670 2.524778  0.804
C 2.000280 -1.799477 3.321671  -1.520
H 1.242511 -1.117650 3.715978  0.340
H 2.697271 -1.208100 2.717290  0.202
H 2.566715 -2.193927 4.172248  0.495
C 0.012256 -3.672389 -0.080752  0.387
C 1.118496 -3.910172 -1.114583  -1.463
H 0.717162 -4.554811 -1.908204  0.474
H 1.980652 -4.426289 -0.676753  0.315
H 1.484826 -2.993318 -1.601375  0.287
C -0.896604 2.530318 -2.846120  0.668
C 0.389214 2.915564 -3.574168  -1.313
H 0.202892 2.927725 -4.654655  0.501
H 1.205548 2.207041 -3.390424  0.181
H 0.735619 3.918247 -3.297645  0.229
C -0.070896 4.001092 -0.269865  0.183
C 1.454206 4.125560 -0.331523  -1.121
H 1.748654 5.091085 0.097864  0.473
H 1.824574 4.081509 -1.364599  0.186
H 1.953513 3.340442 0.250803  0.154
C 0.951518 0.995902 1.535248  0.499
O 1.056845 1.494833 2.567116  -0.224
C -0.414846 -4.938431 0.664788  -1.546
H -0.733863 -4.764087 1.699903  0.365
H -1.268174 -5.385085 0.137436  0.354
H 0.387077 -5.684036 0.673333  0.396
C -2.100426 3.362937 -3.276356  -1.423
H -2.063626 3.506983 -4.363913  0.445
H -3.049666 2.871118 -3.039787  0.380
H -2.108261 4.358868 -2.831127  0.215
C -0.801281 5.215867 -0.843173  -1.710
H -0.507253 6.102861 -0.266049  0.517
H -0.527699 5.403432 -1.889873  0.294
H -1.892304 5.128572 -0.760549  0.345
C 2.513188 -3.909080 2.042624  -1.282
H 3.197720 -3.392928 1.355392  0.189
H 3.102504 -4.236655 2.908082  0.530
H 2.123122 -4.800992 1.543582  0.166
H 0.710259 -3.517554 3.171371  0.616
H -0.360449 3.896955 0.789664  0.549
H -0.864184 -3.274788 -0.622793  0.486
H -1.132355 1.482928 -3.113372  0.143
H -3.049749 -1.247420 -3.360487  -0.174
H -3.763874 -1.269993 -3.195577  0.175
N 10.134474 -2.704949 3.285607  -0.420
C 9.235720 -2.268892 2.676929  -0.093
C 8.121814 -1.746818 1.926204  0.475
C 7.203273 -2.630674 1.350018  -1.092
C 6.098379 -2.136443 0.654924  -0.318
C 5.924913 -0.751363 0.533035  1.324
C 6.840936 0.133335 1.095615  -0.483
C 7.948039 -0.363111 1.782596  -1.039
N 4.791871 -0.259858 -0.151914  0.356
C 4.629364 1.022950 -0.681363  -0.220
C 3.408048 1.045044 -1.276093  -0.878
N 2.748467 -0.166057 -1.003920  -0.412
C 3.656291 -0.948785 -0.391102  0.280
H 7.361333 -3.709910 1.446953  0.442
H 5.399895 -2.821984 0.187413  0.621
H 6.677992 1.205693 1.015544  0.329
H 8.680324 0.317073 2.217736  0.464
H 5.399693 1.777091 -0.624070  0.461
H 2.964484 1.804839 -1.911486  0.461
H 3.532010 -2.010348 -0.158033  -0.174

Cartesian forces (eV/Å) of the 2 atoms listed first:
-0.2724 0.0739 0.2061
-1.0470 0.5820 -0.0381

Computed properties:
* orbital gap: 7.18 eV
* strongest force on any atom: 0.0745 Eh/bohr
* charge: +2
* E_HOMO: -13.648 eV

=====

Record 3
C27H46BF3N2O18P2 | ωB97M-V/def2-TZVPD

Each line ends with the Mulliken charge.
CARTESIAN COORDINATES (ANGSTROEM)
C 7.021086 -3.229633 0.891924  -1.117
C 6.193335 -3.714131 -0.308731  -0.602
C 4.955220 -2.858091 -0.580154  -0.667
C 3.925310 -2.910175 0.545318  -0.676
C 2.764491 -1.926097 0.332592  0.064
C 1.407710 -2.501080 0.750621  -1.572
C 0.206324 -1.796832 0.133859  0.029
O -0.829548 -2.740902 -0.039725  -0.192
C -1.975628 -2.347737 -0.798967  0.227
C -1.608468 -2.290596 -2.289938  -0.982
C -2.743949 -2.556661 -3.290483  -1.546
N -2.778801 -3.975767 -3.657935  -0.315
P -3.215548 -3.723553 -0.518347  -0.622
P -1.869492 -5.458231 -0.841347  1.012
O -0.511059 -5.216581 -1.341772  -0.600
O -1.946482 -6.171028 0.591742  -0.502
O -2.763233 -6.415234 -1.750045  -0.595
C -2.559738 -1.000641 -0.240751  0.514
C -3.608913 -0.348981 -1.168533  -1.684
O -4.746960 -1.150801 -1.306170  -0.352
C -5.664588 -1.079671 -0.229004  -0.671
N -1.430956 -0.026936 0.018212  1.425
C -1.877485 1.373781 0.398963  -1.276
O -1.983944 2.145407 -0.750603  -0.308
C -0.825850 2.648545 -1.314039  0.550
F -1.156342 3.606461 -2.137034  -0.275
F 0.020458 3.072916 -0.400602  -0.181
F -0.221415 1.657799 -2.014741  -0.266
C -0.311738 -0.605131 0.936593  0.323
C -0.862158 -1.057929 2.288714  -1.585
C -1.743091 -0.121326 3.130389  -0.206
C -2.101122 -0.805191 4.440042  0.121
O -1.693316 -0.463929 5.483741  -0.512
O -2.893933 -1.894428 4.338286  -0.496
O 0.664144 0.365692 0.893418  0.242
C 1.160363 1.004485 2.078582  -0.124
C 2.387717 1.866319 1.730120  -1.322
O 2.710768 1.807080 0.364282  -0.312
C 2.907213 3.130780 -0.149121  0.551
C 3.508628 3.084836 -1.531310  -1.502
H 6.787865 -3.778329 1.805822  0.282
H 8.090839 -3.336594 0.707030  0.346
H 6.835550 -2.168726 1.088075  0.285
H 6.821202 -3.691095 -1.203390  0.374
H 5.888178 -4.754289 -0.157344  0.331
H 5.284667 -1.820127 -0.716631  0.291
H 4.485598 -3.178104 -1.516100  0.402
H 3.539851 -3.934032 0.625920  0.475
H 4.431243 -2.694408 1.491540  0.371
H 2.973672 -1.004080 0.877408  -0.322
H 2.711474 -1.677953 -0.733091  0.384
H 1.339335 -3.532896 0.388949  0.483
H 1.326096 -2.556106 1.840318  0.074
H 0.537413 -1.395282 -0.838555  0.671
H -0.825980 -3.045449 -2.405378  0.740
H -1.158916 -1.321141 -2.543378  0.267
H -3.717475 -2.308938 -2.873319  0.598
H -2.593566 -1.886528 -4.147127  0.382
H -2.073687 -4.183547 -4.358086  0.221
H -3.663797 -4.169668 -4.117272  0.272
H -3.094663 -3.717728 0.887890  0.056
H -1.215516 -6.802931 0.683122  0.361
H -3.440996 -5.945780 -2.255542  0.352
H -3.043600 -1.195818 0.720439  0.726
H -3.193090 -0.188757 -2.166199  0.122
H -3.893879 0.635513 -0.790635  0.912
H -5.321347 -1.645468 0.646302  0.217
H -6.595930 -1.525400 -0.572874  0.273
H -5.852681 -0.037701 0.053596  0.349
H -0.950926 0.085188 -0.883751  0.353
H -1.195461 1.780337 1.141693  0.573
H -2.875581 1.316981 0.820451  0.328
H -1.409257 -1.986932 2.109101  0.884
H -0.000665 -1.357789 2.887233  0.626
H -2.678036 0.111614 2.611630  0.443
H -1.243654 0.803123 3.409207  0.188
H -3.294825 -1.964191 3.463551  0.363
H 1.413634 0.259109 2.834571  0.349
H 0.380453 1.665905 2.464901  0.282
H 3.253349 1.558267 2.329573  0.445
H 2.131719 2.888123 2.024756  0.572
H 1.915770 3.583004 -0.156657  -0.296
H 3.530804 3.715533 0.536179  0.502
H 2.808865 2.642954 -2.245058  0.263
H 3.745597 4.094874 -1.867620  0.395
H 4.427407 2.493133 -1.541375  0.381
B -0.561848 7.544362 -0.226567  1.149
O -1.831117 6.964458 0.277615  -0.504
C -1.603972 5.826413 0.892578  0.579
O -2.409276 5.081215 1.380092  -0.656
C -0.077160 5.572379 0.839900  0.631
O 0.470052 4.595139 1.280737  -0.542
O 0.480784 6.562944 0.194004  -0.585
O -0.578548 7.699382 -1.680940  -0.484
C -0.362191 8.973203 -1.999291  0.577
O -0.312905 9.430366 -3.100334  -0.588
C -0.180176 9.752543 -0.668301  0.579
O 0.034311 10.920730 -0.559437  -0.575
O -0.304013 8.872186 0.322028  -0.526

Cartesian forces (eV/Å) of the 2 atoms listed first:
-0.0528 0.0551 -0.0130
0.0443 0.0991 -0.0384

Computed properties:
* orbital gap: 8.08 eV
* strongest force on any atom: 0.0380 Eh/bohr
* charge: 0
* E_HOMO: -8.902 eV